C34H53N3O29P | ωB97M-V with the def2-TZVPD basis set

Last column: Löwdin charge in e.
Cartesian coordinates (Å):
H (6.24, -6.32, 0.07)  0.094
H (-1.51, 3.99, -7.92)  0.133
C (3.75, 0.40, -3.91)  -0.107
H (5.77, -5.71, 5.76)  0.123
C (3.93, -0.58, 7.22)  -0.102
H (2.17, -1.35, 6.18)  0.136
H (3.24, -0.37, 5.16)  0.100
C (-2.44, 2.72, 1.72)  -0.317
O (0.78, -1.12, 3.01)  0.116
H (4.04, 1.26, -3.30)  0.133
O (-4.40, 3.65, -3.34)  0.102
H (1.88, -0.51, -4.57)  0.140
H (-9.97, 0.10, -3.27)  0.135
C (4.55, -2.70, 6.79)  -0.554
H (3.18, -4.16, 1.28)  0.115
O (4.44, -1.79, 7.78)  0.078
O (-8.92, 4.20, -3.10)  0.161
N (-3.69, 2.90, 1.36)  0.122
C (-5.45, 2.77, -3.79)  -0.064
C (1.21, -1.92, 2.22)  -0.580
H (1.49, -4.61, 1.52)  0.147
O (-10.92, 3.17, -2.97)  0.082
C (3.99, -5.15, -1.05)  -0.553
H (6.48, -4.35, 4.88)  0.131
H (-6.50, -0.31, 2.26)  0.076
H (-2.46, -0.08, 2.09)  0.106
C (1.75, -2.88, 0.22)  -0.109
H (4.84, -8.14, -0.73)  0.137
C (5.94, -6.27, -0.97)  -0.079
C (-5.14, 1.11, 1.40)  -0.205
C (-0.12, 3.51, -6.31)  -0.098
H (-6.63, 1.51, -2.45)  0.130
H (3.98, -0.52, -3.37)  0.134
C (3.81, 4.23, 4.64)  -0.105
H (-5.00, 1.88, -4.21)  0.139
C (-5.51, 0.08, 2.47)  -0.046
H (6.81, -6.37, -1.61)  0.140
H (-4.33, 0.72, 0.77)  0.110
O (-3.28, 3.91, -1.42)  0.097
O (4.01, 1.42, -7.14)  0.176
O (3.66, -6.45, -0.99)  0.077
C (-0.92, 0.80, 0.86)  -0.165
H (-10.10, 0.83, -1.65)  0.134
O (7.21, -6.65, 1.88)  0.139
O (4.80, 0.98, 4.41)  0.161
C (-4.20, 3.44, -2.05)  -0.579
H (-0.95, 0.14, 2.93)  0.098
H (-6.97, 3.25, -2.31)  0.111
H (-1.42, 2.32, 3.34)  0.141
C (3.66, 1.06, -6.07)  -0.565
H (2.02, 3.54, 3.62)  0.124
H (-0.43, 1.56, -3.21)  0.018
O (5.31, -4.99, -1.18)  0.089
C (4.31, 2.05, 4.27)  -0.558
C (-6.20, 2.51, -2.50)  -0.082
H (-3.89, 3.49, 0.55)  0.151
H (2.57, -2.31, -0.21)  0.130
P (0.20, 2.47, -1.12)  0.907
C (-9.58, 3.21, -3.04)  -0.568
O (-0.98, 2.71, -5.48)  0.033
O (-5.15, 2.66, -1.51)  0.051
H (4.29, -4.31, 3.86)  0.116
H (4.08, -6.06, 4.06)  0.138
C (4.80, -5.27, 3.85)  -0.103
H (-11.59, 1.66, -4.20)  0.137
C (6.57, -6.18, 2.77)  -0.567
C (2.30, 0.48, -4.36)  -0.115
O (2.40, 1.21, -5.58)  0.037
N (-2.15, 1.88, 2.78)  0.096
O (0.88, -1.94, 0.92)  0.039
H (1.66, 0.99, -3.65)  0.092
O (-9.05, 1.95, -3.03)  0.023
N (-1.44, 3.29, 1.02)  0.122
H (-1.83, 2.16, -2.35)  0.027
C (6.00, -5.32, 4.77)  -0.107
H (-0.14, 4.54, -5.99)  0.135
O (-2.17, 0.84, -5.81)  0.144
H (0.90, 3.12, -6.23)  0.117
C (-11.34, 1.81, -3.15)  -0.098
O (5.10, -3.75, 6.90)  0.149
H (1.90, 1.43, -0.18)  0.047
H (-1.85, 3.73, 0.18)  0.096
O (2.07, -2.90, 2.51)  0.077
C (2.17, -3.78, 1.37)  -0.083
H (-6.06, 3.26, -4.54)  0.143
H (4.69, 4.82, 4.40)  0.138
H (-5.99, 1.31, 0.74)  0.109
C (-0.42, 2.24, 0.64)  -0.393
O (3.95, -2.26, 5.66)  0.060
O (4.45, 0.46, -5.15)  0.069
H (-12.22, 1.60, -2.55)  0.137
C (-0.72, 3.28, -7.68)  -0.096
O (-1.30, 1.97, -7.55)  0.074
H (3.27, -0.08, 7.93)  0.134
H (-5.51, 0.58, 3.44)  0.088
H (-0.04, 0.17, 0.86)  0.091
O (-4.71, 2.33, 2.05)  -0.051
H (-1.11, 0.55, -1.97)  0.051
O (4.25, 3.00, 5.24)  0.067
O (5.40, -5.51, 2.56)  0.039
C (3.07, 3.74, 3.41)  -0.120
O (6.89, -6.21, 4.06)  0.087
C (3.21, -1.07, 5.98)  -0.111
H (3.19, 4.78, 5.34)  0.135
O (1.61, 1.59, -1.08)  -0.312
H (3.15, 4.42, 2.57)  0.134
H (-1.58, 0.45, 0.07)  0.099
H (0.02, 3.29, -8.48)  0.137
C (-1.62, 0.60, 2.22)  -0.132
C (-10.11, 1.03, -2.72)  -0.102
H (0.45, 2.37, 1.29)  0.106
H (4.79, -7.48, -2.37)  0.133
H (1.21, -3.38, -0.56)  0.130
O (3.74, 2.50, 3.13)  0.055
O (3.20, -4.25, -0.97)  0.083
C (-1.54, 1.75, -6.24)  -0.584
H (-4.82, -0.77, 2.47)  0.070
C (4.82, -7.23, -1.31)  -0.088
H (4.76, 0.08, 6.98)  0.128
C (-0.91, 1.59, -2.23)  -0.249

Charge: +1
HOMO-LUMO gap in eV: 8.54